22
Properties=species:S:1:pos:R:3:forces:R:3 method="wB97M-V/def2-TZVPD" e_lumo_ha=0.0104 de_lowest_kcal_mol=53.4 total_charge=0
C -2.578 -0.042 0.250 -1.6 -1.9 -0.7
C -1.687 -0.098 1.311 -0.1 1.1 -1.8
C -2.360 0.763 -0.855 2.5 -0.3 2.5
C -0.556 0.665 1.318 0.3 1.8 -0.7
C -1.183 1.490 -0.859 0.6 2.4 -0.8
C -0.303 1.471 0.223 -0.7 0.1 0.0
C 3.183 -1.576 0.402 -3.2 2.6 2.4
N 1.861 -0.206 0.376 1.8 -2.3 0.3
N 2.464 1.040 0.083 -0.4 0.4 0.8
N 3.707 -1.392 -0.744 2.7 -2.9 -2.8
O 3.238 -2.250 1.368 0.1 0.1 -0.6
O 1.470 3.149 -0.815 -0.4 0.1 -0.5
O 1.479 2.917 1.629 -0.4 -1.1 -0.5
O 1.930 0.267 -0.969 -0.9 0.2 -0.7
S 1.228 2.337 0.332 1.0 1.1 -0.2
H -3.450 -0.785 0.160 1.4 1.2 0.5
H -1.715 -0.867 1.958 -0.8 -2.2 2.6
H -2.787 0.572 -1.758 -2.0 0.1 -2.2
H 0.144 0.881 2.096 0.0 -1.1 0.9
H -1.052 2.270 -1.652 0.4 -1.2 0.5
H 3.304 -0.774 -1.457 0.0 -0.1 0.7
H 4.230 -2.255 -1.063 -0.5 1.7 0.2


73
Properties=species:S:1:pos:R:3:forces:R:3 method="wB97M-V/def2-TZVPD" e_lumo_ha=0.0603 de_lowest_kcal_mol=66.6 total_charge=-1
P -0.252 0.537 -0.310 -2.4 2.0 -3.0
F -1.351 1.817 -0.086 0.9 -0.5 -0.3
F -1.306 -0.288 -1.322 -1.4 0.5 1.1
F 0.162 1.294 -1.666 1.0 0.5 -0.7
F 0.658 -0.725 -0.695 1.6 0.0 1.8
F 0.966 1.376 0.417 -1.0 -1.3 0.5
F -0.958 -0.012 0.992 1.3 -1.3 0.6
C -1.371 1.509 -6.038 0.3 0.9 -0.2
C -2.146 2.197 -7.113 1.6 -1.9 2.6
N -2.676 2.721 -7.962 -1.2 1.1 -1.8
H -1.050 0.504 -6.311 -0.3 0.1 -0.1
H -1.827 1.537 -5.048 -0.5 -0.2 -0.3
H -0.467 2.095 -5.872 0.2 0.0 -0.3
C -5.261 -2.237 0.219 0.9 -0.7 0.6
C -6.464 -3.048 0.103 0.2 0.7 0.0
N -7.427 -3.652 -0.023 -0.4 -0.3 0.0
H -4.523 -2.791 0.800 0.0 -0.4 0.0
H -5.360 -1.341 0.832 -0.5 0.3 -0.7
H -4.781 -2.122 -0.753 -0.3 0.5 0.1
C 5.086 -1.225 2.301 -0.5 -0.1 -0.2
C 4.288 -1.123 3.522 -2.5 0.8 3.8
N 3.674 -0.967 4.529 2.4 -0.7 -4.0
H 5.499 -0.243 2.070 0.5 -0.2 0.2
H 4.474 -1.476 1.435 -0.3 -0.1 0.2
H 5.804 -2.036 2.421 0.3 0.4 0.0
C -2.878 -4.156 4.825 1.4 -0.2 0.1
C -1.592 -4.838 4.870 -0.3 -0.4 0.0
N -0.612 -5.419 4.958 0.7 -0.3 -0.1
H -2.657 -3.286 4.207 -0.8 0.1 0.0
H -3.026 -3.878 5.869 -0.7 0.2 -0.2
H -3.592 -4.871 4.414 -0.3 0.5 0.1
C 4.151 -0.596 -4.243 0.4 -0.4 -0.7
C 3.851 -0.429 -5.667 -0.4 0.9 -2.9
N 3.687 -0.228 -6.812 0.3 -0.7 2.9
H 3.431 -0.072 -3.615 0.2 -0.2 0.0
H 5.175 -0.245 -4.118 -0.1 0.3 0.3
H 4.191 -1.670 -4.063 -0.3 0.1 0.4
C 4.512 3.710 2.819 0.5 -1.3 0.3
C 5.915 3.601 2.373 -1.2 0.3 0.2
N 7.005 3.529 2.036 0.6 -0.1 -0.1
H 4.486 4.148 3.817 -0.2 0.8 -0.4
H 4.160 2.704 3.047 0.1 -0.3 -0.2
H 3.826 4.051 2.043 0.3 0.6 0.3
C -1.934 5.501 2.068 0.3 0.9 0.3
C -2.874 4.776 2.928 -1.4 -1.1 1.3
N -3.648 4.290 3.660 1.9 1.1 -1.7
H -0.922 5.109 1.968 -0.4 -0.8 -0.1
H -1.731 6.450 2.565 -0.3 0.2 0.1
H -2.334 5.763 1.089 -0.1 -0.4 0.1
C -0.596 1.294 5.832 0.1 -0.1 -0.4
C -1.784 0.669 6.398 0.1 0.0 0.3
N -2.755 0.247 6.841 0.1 -0.1 0.0
H -0.895 2.304 5.551 0.3 0.0 -0.1
H -0.279 0.738 4.950 -0.2 0.1 -0.2
H 0.276 1.311 6.486 -0.4 0.0 0.3
C -2.395 -3.554 -5.022 -0.9 -1.5 0.0
C -3.476 -4.580 -4.849 -1.1 -1.0 1.0
N -4.293 -5.368 -4.572 1.7 1.7 -0.9
H -2.193 -3.487 -6.091 0.0 0.5 0.1
H -1.514 -3.971 -4.536 0.0 0.3 0.1
H -2.730 -2.632 -4.546 0.3 0.0 -0.3
C 0.408 -5.813 0.565 0.2 -0.6 -0.7
C -1.004 -6.042 0.376 -6.0 -0.5 -0.8
N -2.168 -6.224 0.158 5.2 0.8 1.0
H 0.804 -6.638 1.158 0.2 0.4 0.4
H 0.639 -4.808 0.920 0.0 -0.3 0.2
H 0.800 -5.965 -0.440 0.5 0.3 0.0
C 1.739 6.119 -2.963 -1.2 0.5 0.5
C 3.070 5.866 -2.534 8.3 -1.6 2.2
N 4.206 5.664 -2.136 -6.8 1.2 -2.4
H 1.114 5.528 -2.293 -0.4 -0.1 -0.3
H 1.496 5.926 -4.008 0.3 -0.1 0.1
H 1.549 7.166 -2.724 -0.3 0.1 -0.2


92
Properties=species:S:1:pos:R:3:forces:R:3 method="wB97M-V/def2-TZVPD" e_lumo_ha=-0.1488 total_charge=+1
C 0.646 -3.179 4.568 -0.3 -0.6 -0.2
O -0.102 -2.413 5.532 0.3 0.2 0.0
B -0.218 -1.086 5.407 -0.2 0.0 -0.1
O -0.539 -0.285 6.463 0.1 -0.1 -0.1
C -0.079 -0.431 3.934 0.0 -0.2 0.3
C 1.001 0.329 3.552 0.0 0.2 -0.1
C 1.077 0.834 2.260 -0.2 0.2 0.0
C 2.295 1.617 1.860 0.4 -0.1 -0.6
O 3.142 1.125 1.166 -0.2 0.2 0.3
O 2.313 2.865 2.358 -0.3 -0.5 0.7
C 0.055 0.581 1.353 0.4 0.2 0.0
C -1.010 -0.170 1.762 -0.4 -0.2 0.0
N -1.041 -0.651 3.015 0.1 0.0 0.0
H 0.847 -4.145 5.013 0.0 0.0 0.1
H 0.071 -3.362 3.661 -0.1 0.2 -0.1
H 1.605 -2.724 4.338 0.0 0.2 0.0
H 0.179 0.203 6.873 -0.1 0.2 0.1
H 1.780 0.522 4.273 0.1 0.1 0.0
H 3.190 3.074 2.709 0.2 0.3 -0.5
H 0.080 0.961 0.345 0.0 0.0 -0.1
H -1.849 -0.391 1.120 0.0 0.0 -0.1
H -1.835 -1.218 3.282 -0.1 0.0 0.0
C -1.730 -6.091 5.073 0.1 -0.1 0.1
C -3.073 -6.583 4.574 0.0 0.2 0.0
O -3.057 -6.162 3.221 0.0 -0.3 0.0
C -1.759 -6.103 2.812 0.0 0.1 0.1
O -1.405 -6.007 1.689 0.0 0.1 -0.1
O -0.932 -6.153 3.885 -0.1 0.0 0.1
F -4.105 -5.987 5.214 0.0 0.1 -0.1
H -1.799 -5.057 5.416 -0.1 0.0 0.0
H -1.295 -6.706 5.855 0.1 -0.1 -0.1
H -3.208 -7.664 4.613 -0.1 0.0 0.1
C -1.217 2.365 -3.696 0.0 0.1 -0.2
C -2.123 3.289 -2.916 -0.1 0.0 -0.2
O -2.777 2.385 -2.022 0.2 0.2 0.2
C -1.937 1.353 -1.812 -0.1 -0.1 -0.2
O -2.058 0.557 -0.928 0.1 0.0 0.1
O -0.942 1.342 -2.711 0.0 0.1 0.0
F -3.048 3.886 -3.695 -0.1 -0.1 0.1
H -1.727 1.924 -4.552 -0.1 -0.1 0.1
H -0.303 2.839 -4.028 0.1 -0.1 0.2
H -1.603 4.053 -2.335 0.0 0.1 0.0
C 3.694 1.907 -2.102 0.0 0.0 0.1
C 2.190 2.057 -1.999 0.0 0.1 0.0
O 1.837 2.498 -3.295 0.1 -0.2 0.1
C 2.770 2.001 -4.162 0.0 0.1 0.0
O 2.627 1.941 -5.335 0.0 0.2 0.0
O 3.848 1.565 -3.485 0.1 0.0 0.1
F 1.807 2.997 -1.091 0.0 0.0 0.0
H 4.196 2.853 -1.895 -0.1 0.0 0.0
H 4.100 1.126 -1.470 0.0 -0.1 -0.1
H 1.657 1.130 -1.784 0.0 0.0 0.1
C -3.624 7.199 -0.443 -0.1 0.1 0.0
C -2.550 7.195 0.626 0.0 -0.1 -0.1
O -1.476 6.544 -0.031 0.1 0.2 0.0
C -1.610 6.766 -1.370 -0.1 0.0 0.0
O -0.763 6.567 -2.173 0.0 -0.2 0.0
O -2.843 7.241 -1.644 -0.1 0.0 0.1
F -2.907 6.476 1.716 0.0 -0.1 0.0
H -4.202 6.274 -0.416 0.0 0.0 0.1
H -4.293 8.052 -0.392 0.1 0.1 -0.1
H -2.223 8.184 0.948 0.0 0.0 0.1
C 4.899 -3.897 7.538 0.1 0.0 0.1
C 3.922 -2.747 7.406 0.1 0.0 -0.2
O 2.945 -3.281 6.529 -0.1 -0.1 0.3
C 2.938 -4.643 6.704 0.1 0.0 0.0
O 2.075 -5.359 6.326 0.0 -0.1 0.0
O 4.036 -5.029 7.373 0.1 0.0 0.0
F 4.475 -1.652 6.826 0.0 0.0 0.0
H 5.636 -3.878 6.735 0.0 0.1 0.0
H 5.403 -3.939 8.498 -0.1 -0.1 0.1
H 3.443 -2.446 8.338 0.0 0.1 0.0
C 2.874 -0.987 -5.826 -0.1 -0.1 -0.1
C 3.127 -2.052 -6.872 0.2 0.0 0.1
O 3.785 -3.059 -6.121 -0.2 -0.1 0.0
C 3.378 -2.956 -4.827 0.1 0.1 -0.1
O 3.548 -3.776 -3.992 0.1 0.0 0.1
O 2.743 -1.775 -4.634 -0.1 0.1 0.0
F 3.946 -1.623 -7.860 0.1 0.0 0.1
H 3.728 -0.319 -5.729 0.1 0.0 -0.1
H 1.975 -0.406 -6.001 -0.1 -0.1 0.1
H 2.227 -2.473 -7.322 0.0 0.0 -0.1
C -4.791 2.161 -7.092 -0.1 0.1 0.1
C -5.247 0.805 -7.591 0.1 0.1 -0.1
O -4.029 0.076 -7.629 -0.1 -0.1 0.2
C -3.193 0.609 -6.706 0.0 0.0 -0.1
O -2.202 0.098 -6.305 0.1 0.0 0.0
O -3.656 1.811 -6.289 -0.1 0.0 0.0
F -5.775 0.863 -8.832 0.1 0.0 0.0
H -4.470 2.794 -7.919 0.0 -0.1 -0.1
H -5.534 2.683 -6.496 0.1 -0.1 0.1
H -5.948 0.288 -6.934 -0.1 0.0 -0.1